No. 1
73
Properties=species:S:1:pos:R:3:forces:R:3 method="wB97M-V/def2-TZVPD" largest_force_ev_per_a=3.76 total_energy_ev=-58352.961 relative_energy_ev=0.0000 homo_ev="-3.204 / -3.197"
Hg 0.1154 5.5489 -2.1660 1.0811 -0.2454 0.0807
C -0.6392 7.5495 -2.8511 -0.4590 1.6032 0.6433
C -1.7522 7.0597 -2.1462 0.2989 0.6158 0.1071
C -2.9212 6.3401 -2.7338 -0.4462 -0.7116 -0.4995
C -2.5108 5.4572 -3.9404 -0.8698 0.2168 0.1303
C -1.2106 4.7319 -3.7480 -1.1771 -1.6492 0.2210
C 0.0154 5.1845 -4.3118 0.8885 -0.0535 -0.4770
C 0.0350 6.4639 -5.1101 0.3849 0.4495 -0.1445
C -0.5520 7.6869 -4.3527 0.3746 0.0358 -0.5267
C 0.3589 0.0847 -1.6867 0.9024 -0.8849 0.2095
H -0.0203 8.2869 -2.3174 -0.4695 -0.3365 -0.1656
H -1.8872 7.4391 -1.1305 0.0960 -0.1333 -0.1806
H -3.7505 7.0115 -3.0357 0.2307 0.0860 0.1034
H -3.3517 5.6848 -1.9524 0.1952 0.1977 -0.3537
H -3.3008 4.7026 -4.0894 0.0847 0.2840 -0.0853
H -2.4769 6.0563 -4.8624 -0.1168 -0.1566 0.2337
H -1.3225 3.6536 -3.6181 0.1198 0.1787 -0.4057
H 0.7360 4.4039 -4.5722 -0.1870 0.3227 -0.1953
H -0.5162 6.3466 -6.0606 0.1313 -0.0972 0.0933
H 1.0748 6.7091 -5.3668 -0.2525 -0.2244 -0.0080
H 0.1129 8.5494 -4.5137 -0.2165 -0.2405 -0.1849
H -1.5170 7.9609 -4.8004 0.0997 -0.0171 0.3189
H 0.9747 0.9707 -1.9193 -0.2111 -0.3188 0.2136
H 0.8246 -0.8249 -2.1082 0.0954 0.1087 -0.1926
H 0.2734 -0.0418 -0.5971 -0.0890 0.1755 -0.6997
P -1.2382 0.4104 -2.3572 -0.1822 0.4458 0.8582
P -1.0529 1.9784 1.1446 0.8526 -1.6076 -3.2857
N -0.9343 0.7072 -3.9946 -0.2090 0.2608 -0.3990
N -2.2995 -0.8985 -2.3101 -0.0299 -0.2003 -0.0769
N -0.2911 3.4950 0.5868 -0.4685 -0.3282 -0.6696
N -1.8532 2.2171 2.6287 -1.1742 -1.0038 0.8038
C -2.0809 1.8055 -1.6048 -0.0037 0.2009 0.5347
C -2.4000 1.7401 -0.0794 -2.1532 1.5860 -0.0717
C 0.2990 0.8163 -4.6551 -0.3097 0.2442 -0.7412
C 0.0607 1.1258 -5.9807 -0.2458 -0.3131 1.1727
C -1.3585 1.1835 -6.1588 -0.1946 -0.1032 1.1457
C -1.9501 0.9474 -4.9318 0.8670 0.0330 -0.7740
C -2.0217 -2.1922 -2.7882 -0.8564 0.0726 0.1024
C -3.2248 -2.8483 -2.9664 0.7201 0.6856 0.1285
C -4.2775 -1.9406 -2.6114 0.6856 0.7269 0.1795
C -3.6938 -0.7592 -2.2130 -0.0620 -0.5889 -0.3017
C 0.8885 3.5851 -0.1228 0.1582 0.5607 0.2361
C 1.2195 4.9488 -0.3126 0.4253 -0.1121 1.2766
C 0.1129 5.7040 0.2843 -0.0722 -0.6531 0.3609
C -0.8132 4.7827 0.7454 1.0905 -0.4969 0.3596
C -2.6381 3.2834 3.0922 0.4126 -0.6450 1.0689
C -2.9306 3.0659 4.4358 0.5041 -0.6463 -1.1383
C -2.4017 1.7717 4.7839 0.1927 0.3634 -1.0164
C -1.7876 1.2619 3.6579 -0.1346 0.9028 0.6967
H -3.0293 1.9121 -2.1491 -0.1437 0.2087 0.1211
H -1.5079 2.7187 -1.8388 0.0779 -0.3027 0.0007
H -3.1389 2.5383 0.1222 -1.1348 0.2824 -0.6829
H -2.8994 0.7944 0.1786 0.4198 0.4122 0.0500
H 1.2235 0.6427 -4.1285 -0.0790 0.0975 -0.0793
H 0.8096 1.3086 -6.7346 0.0067 -0.1160 0.0671
H -1.8757 1.3741 -7.0827 -0.0779 0.0688 0.0144
H -2.9841 0.9088 -4.6353 -0.0639 -0.0248 -0.0292
H -0.9932 -2.5017 -2.9187 -0.2132 -0.0470 -0.0692
H -3.3467 -3.8599 -3.3236 0.0748 0.0756 0.0802
H -5.3422 -2.1118 -2.6601 0.1097 -0.0787 0.0805
H -4.1207 0.1701 -1.8584 -0.0392 -0.2546 -0.0604
H 1.4838 2.7064 -0.3615 -0.3133 0.4213 0.1147
H 2.2480 5.3067 -0.3726 -0.4720 -0.0745 -0.2193
H 0.0920 6.7764 0.4793 -0.0638 -0.4191 -0.3010
H -1.7607 4.9533 1.2225 0.1042 -0.0188 -0.0595
H -2.9455 4.0720 2.4316 0.0644 0.0720 0.0957
H -3.4242 3.7472 5.1068 -0.1905 0.0234 -0.1241
H -2.4565 1.2860 5.7433 -0.0426 -0.0117 0.0009
H -1.2903 0.3197 3.4928 -0.0518 0.1644 0.0899
C 0.3912 1.0349 1.6804 1.5830 0.6954 1.9111
H 0.1530 -0.0293 1.7664 -0.0779 0.4291 -0.2106
H 0.7027 1.3989 2.6711 0.6372 -0.1691 0.5157
H 1.2488 1.1602 1.0069 -0.4151 -0.0228 0.0081


No. 2
77
Properties=species:S:1:pos:R:3:forces:R:3 method="wB97M-V/def2-TZVPD" largest_force_ev_per_a=4.10 spin_multiplicity=6 total_energy_ev=-73982.844 charge=+2 relative_energy_ev=0.2656 homo_ev="-12.250 / -12.249"
Ir 0.8686 2.8086 2.2859 1.7687 1.2927 1.1086
C 3.0563 2.8528 0.5496 -1.5613 0.5138 -1.2033
C 1.6334 2.7886 0.3371 1.0779 0.4566 -1.4124
C 1.1264 1.5098 -0.2916 0.0890 -0.3769 -0.2557
C 0.3589 0.5561 0.6290 -0.4950 -0.0817 -0.3181
C 0.5812 0.8127 2.1026 1.0155 -1.2870 -0.3245
C 1.9070 0.8684 2.6251 -0.2163 -1.0919 0.2991
C 3.1456 0.5778 1.8353 0.9363 0.2846 -0.4070
C 3.8467 1.7480 1.0245 0.7351 -1.2543 0.9082
C -0.8610 3.4838 2.7701 -2.9790 1.4567 0.8031
H 3.5795 3.7380 0.1990 -0.1188 0.0029 0.4097
H 1.2217 3.7025 -0.1224 0.2211 -0.3851 0.2899
H 1.9793 0.9634 -0.6892 -0.0590 0.1869 0.1336
H 0.5100 1.7872 -1.1636 0.3874 0.0109 0.6418
H -0.7189 0.6384 0.4264 0.4248 0.0018 0.0840
H 0.6736 -0.4713 0.4005 -0.1892 0.0155 0.0108
H -0.1755 0.4765 2.8138 -0.1998 0.1720 -0.1861
H 2.0042 0.7762 3.7127 -0.0565 0.1030 -0.4175
H 2.9801 -0.2556 1.1368 -0.1853 0.1118 0.2434
H 3.9084 0.2409 2.5574 -0.3257 0.0126 -0.3922
H 4.6524 2.1513 1.6602 -0.1597 -0.0339 -0.4235
H 4.3500 1.3028 0.1450 0.0197 0.0570 0.2667
H -0.9280 4.5611 2.5706 -0.0464 -0.1169 -0.0175
H -0.9993 3.3246 3.8515 0.0712 -0.0784 -0.1029
H -1.6707 2.9703 2.2413 -0.0140 0.0149 -0.0572
P -1.7220 -1.6582 0.7772 -2.4773 -3.2500 0.3347
P -0.5173 0.0796 -2.5430 1.3165 -2.2767 -1.4542
N -1.1374 -3.0667 1.6196 0.6731 0.2676 0.3464
N -3.4320 -2.2591 0.7148 0.1057 0.9397 -0.3480
N 0.8357 -0.9384 -3.0341 -0.0603 0.5303 0.4381
N -1.0935 0.3283 -4.1968 -1.8456 0.1126 -1.2244
C -1.2283 -2.2243 -0.9298 0.4506 0.4049 -0.1190
C -1.7160 -1.2699 -2.0491 -0.6999 -0.0611 -0.2130
C -0.6509 -2.9948 2.9307 0.2618 -0.8561 -0.1275
C -0.3280 -4.2703 3.3585 -0.4033 0.5449 -0.7343
C -0.6494 -5.1749 2.2891 -0.3072 1.2701 -0.5844
C -1.1424 -4.4113 1.2427 0.5290 -0.2397 0.6987
C -4.5171 -1.5062 1.1822 -0.5528 -0.7201 -0.3425
C -5.6922 -2.2207 0.9712 1.1218 0.1400 -0.0757
C -5.3287 -3.4598 0.3472 1.2347 0.6378 0.0821
C -3.9476 -3.4508 0.1965 -0.7139 0.3099 0.0782
C 2.1499 -0.6779 -2.6086 0.2630 -0.7882 -0.2219
C 2.9359 -1.7793 -2.8719 -0.5096 0.5743 -0.0013
C 2.1237 -2.7358 -3.5566 -1.2725 0.7965 0.3557
C 0.8316 -2.2186 -3.6103 1.2504 -0.1313 0.2066
C -0.8438 -0.3472 -5.4025 -0.3108 0.4236 -0.7056
C -1.7761 0.0592 -6.3473 1.9515 -1.2912 0.5859
C -2.6272 1.0333 -5.7211 -0.3201 1.0185 1.9930
C -2.1951 1.1751 -4.4148 -0.1841 0.0444 -0.5308
H -1.6621 -3.2234 -1.1116 0.2445 0.5982 -0.0118
H -0.1283 -2.3374 -0.9592 -0.3996 -0.0512 0.0443
H -1.9325 -1.8558 -2.9596 -0.0113 0.3175 0.3498
H -2.6447 -0.7501 -1.7464 0.2003 -0.2682 -0.1901
H -0.5786 -2.0354 3.4272 -0.0206 -0.1879 -0.0184
H 0.0898 -4.5489 4.3116 -0.0643 0.1078 0.0359
H -0.5368 -6.2460 2.2783 0.0060 0.0144 0.0375
H -1.4863 -4.7145 0.2637 0.2058 -0.0605 0.3349
H -4.3523 -0.5362 1.6329 -0.0479 -0.1492 -0.0313
H -6.6974 -1.9128 1.2210 0.1813 0.0594 0.0593
H -5.9863 -4.2613 0.0423 0.0752 0.1019 0.0652
H -3.3016 -4.2027 -0.2342 -0.3020 0.1332 0.1355
H 2.4362 0.2976 -2.2484 -0.0958 -0.2555 -0.0731
H 3.9770 -1.8902 -2.5900 -0.1774 0.1010 -0.2891
H 2.4471 -3.6753 -3.9753 -0.0801 -0.0146 0.0793
H -0.0527 -2.6130 -4.0797 -0.0229 -0.1668 0.2044
H -0.0294 -1.0417 -5.5054 -0.0096 0.1054 0.0409
H -1.8466 -0.3055 -7.3642 0.0239 0.0166 0.1611
H -3.4489 1.5487 -6.1879 -0.0677 0.0743 0.0564
H -2.5556 1.8066 -3.6106 0.0121 -0.1054 -0.2398
C 2.9294 6.0799 3.9736 0.1196 -0.2238 -0.0678
S 2.8535 4.6452 2.9085 0.3255 1.2979 0.9540
O 1.7241 4.8861 1.9335 0.9245 -0.2486 0.4281
O 4.1744 4.4482 2.3596 -1.0417 -0.0591 0.3785
O 2.3325 3.4630 3.7405 0.5550 0.8416 -0.4986
H 3.7355 6.7150 3.5933 -0.2112 -0.1656 -0.0193
H 3.2017 5.7170 4.9684 -0.1325 0.1033 -0.1084
H 1.9770 6.6186 3.9666 0.1693 -0.3045 0.0651


No. 3
72
Properties=species:S:1:pos:R:3:forces:R:3 method="wB97M-V/def2-TZVPD" largest_force_ev_per_a=2.40 total_energy_ev=-40259.307 charge=+1 relative_energy_ev=0.0000 homo_ev=-11.741
C -4.5701 0.3878 2.7852 -0.5025 -0.0626 0.1892
N -3.1916 0.6524 2.4459 0.8932 0.1064 0.4710
C -2.2942 0.9169 3.4528 -1.3089 0.3149 0.6859
O -2.5932 1.1432 4.6216 0.6401 -0.4620 -1.5302
C -0.9058 0.8458 2.8637 0.1788 1.0063 0.0507
C -0.1096 -0.3246 3.4371 -0.2080 -0.1713 0.3824
C -0.8847 -1.6210 3.3523 0.2266 -0.4626 0.1264
C -1.8230 -1.9418 4.3391 -0.1308 0.0386 0.0489
C -2.5831 -3.1075 4.2531 0.1167 0.0068 -0.2566
C -2.4019 -3.9763 3.1691 0.0678 0.2205 0.0073
C -1.4289 -3.6884 2.2055 -0.0516 0.0111 0.0955
C -0.6540 -2.5303 2.3168 -0.3614 0.1209 -0.0342
N -1.1826 0.6950 1.4285 1.5992 -0.5887 -1.6953
C -0.1902 0.3744 0.5774 -1.3603 0.6319 1.4665
C -0.3970 -0.1659 -0.6916 0.4889 -0.7719 -1.4025
C 0.5073 0.0068 -1.7301 -1.0882 0.1704 1.0210
C 0.1924 -0.2023 -3.1140 -0.2515 -0.4839 -1.2286
C 0.9527 0.4606 -4.1198 -0.3112 -0.1212 0.6748
C 0.5591 0.4235 -5.4514 -0.1812 -0.2077 -0.0187
C -0.5827 -0.3049 -5.8227 0.2785 0.1105 0.4155
C -1.3204 -1.0006 -4.8543 0.0927 -0.1376 0.1941
C -0.9273 -0.9781 -3.5194 0.1969 0.5586 -0.0161
C -2.6295 0.6780 1.0999 -0.8723 -0.5874 0.2241
C -3.1925 1.8751 0.2329 0.6221 -0.0788 0.5712
C -2.9601 3.1749 1.0024 -0.2125 0.1294 -0.0583
C -4.6868 1.6592 0.0108 -0.3452 0.0367 0.0285
C -2.5065 1.9410 -1.1222 0.0987 0.1373 -0.3156
H -4.6029 -0.2501 3.6786 0.0888 0.1850 -0.2465
H -5.1147 1.3168 3.0160 0.1150 -0.3123 -0.0803
H -5.0601 -0.1285 1.9550 0.0963 0.0757 0.2349
H -0.4023 1.8098 3.0420 -0.0194 -0.2995 -0.0197
H 0.8486 -0.4059 2.9124 -0.0614 0.0185 0.2286
H 0.0713 -0.0758 4.4920 0.1394 -0.0409 -0.2879
H -1.9637 -1.2556 5.1778 0.0028 -0.2495 -0.2379
H -3.3197 -3.3265 5.0300 0.2653 0.0128 -0.2868
H -3.0183 -4.8727 3.0811 0.2490 0.2444 0.0235
H -1.2663 -4.3645 1.3627 -0.0468 0.1566 0.3337
H 0.1268 -2.3134 1.5849 -0.1735 -0.1445 0.1076
H 0.8189 0.5801 0.9460 -0.2516 -0.0228 -0.0801
H -1.3231 -0.7178 -0.8766 0.1686 0.6244 0.0643
H 1.4616 0.4691 -1.5211 -0.0726 0.1532 -0.0750
H 1.8194 1.0490 -3.8069 -0.2242 -0.2007 -0.1798
H 1.1403 0.9635 -6.2017 -0.2206 -0.2152 0.2337
H -0.8906 -0.3367 -6.8657 0.0461 0.0321 0.2282
H -2.2109 -1.5671 -5.1374 0.3665 0.1676 0.0246
H -1.4922 -1.5275 -2.7610 0.1165 0.1311 -0.4106
H -2.8774 -0.2729 0.5896 0.1476 0.2642 0.1007
H -1.8915 3.3590 1.1595 -0.1174 0.0413 0.0147
H -3.3726 4.0135 0.4263 0.1528 -0.1338 0.1658
H -3.4721 3.1489 1.9722 0.1637 0.0938 -0.1673
H -4.8961 0.6550 -0.3824 -0.0192 0.1856 0.0577
H -5.2601 1.8130 0.9301 0.0916 -0.0690 -0.3073
H -5.0640 2.3900 -0.7176 0.1919 -0.1861 0.1236
H -2.6151 1.0003 -1.6764 0.0378 0.1864 0.0161
H -2.9619 2.7360 -1.7302 0.0704 -0.2088 0.2018
H -1.4441 2.1818 -1.0240 -0.1326 -0.0370 -0.0872
C 8.8047 -0.5083 -0.5480 0.2204 0.0095 0.2307
C 7.7656 -0.7753 -1.6006 0.1788 0.1683 0.1292
O 6.7189 0.2301 -1.4397 -0.2812 -0.6418 -0.4864
C 5.5569 -0.1274 -1.9975 -0.0585 -0.0599 -0.1232
C 4.4675 0.9341 -1.8633 1.1097 -0.2511 -0.9785
N 3.5114 0.4044 -0.9699 -0.7504 -0.2334 1.3434
O 5.3340 -1.1902 -2.5364 0.1224 0.5131 0.2954
H 9.6430 -1.1937 -0.6840 -0.0192 0.0248 -0.0240
H 9.1907 0.5129 -0.6038 -0.0835 -0.1100 0.0046
H 8.3971 -0.6862 0.4513 0.0362 0.1138 -0.1109
H 8.1750 -0.6654 -2.6123 -0.1782 -0.1140 0.1824
H 7.3320 -1.7709 -1.4785 0.0126 0.2138 -0.1643
H 4.9241 1.8597 -1.5018 -0.3286 -0.1002 -0.0458
H 4.0815 1.0426 -2.8911 0.1149 0.3933 0.1146
H 2.9042 1.0305 -0.4642 0.3267 -0.2199 -0.1439
H 3.2303 -0.5609 -1.0843 0.0926 0.3763 -0.0136